No. 1
DFT (the ωB97M-V functional and the def2-TZVPD basis) results for a 3-piece molecular cluster, C2H10O3 overall.

Properties
SMILES: CCO.O.O
Energy relative to the best compared isomer or geometry (same formula, charge and spin): 7.3 kcal per mole
Orbital gap: 10.70 eV
LUMO energy: 0.70 eV

```
15
Properties=species:S:1:pos:R:3:forces:R:3:mulliken_charge:R:1
C -0.502672 0.506704 -0.793833 -0.300 0.050 -0.334 -0.166
O -1.168872 0.274626 0.436240 0.116 -0.190 0.092 -0.493
C 0.391204 -0.653310 -1.197796 -0.257 -0.588 0.519 -0.980
H -1.251518 0.678595 -1.587143 0.225 0.104 0.171 0.235
H 0.079581 1.422825 -0.654225 -0.124 -0.122 -0.171 0.223
H -1.542756 -0.614968 0.386701 -0.116 0.180 0.283 0.283
H -0.043130 -1.614982 -0.869517 -0.263 0.302 -0.329 0.416
H 0.514651 -0.699230 -2.280951 0.370 0.066 0.174 0.281
H 1.326673 -0.630614 -0.646491 0.352 0.212 -0.354 0.207
H -0.857497 -1.742361 2.522065 -0.256 -0.015 -0.052 0.324
H -2.005092 -1.057416 3.230850 -0.108 0.000 -0.122 0.320
O -1.824005 -1.741012 2.575828 0.353 -0.026 0.112 -0.646
H 2.895883 1.562616 -0.327506 -0.222 0.050 -0.064 0.316
H 3.793439 1.633858 -1.527807 -0.247 0.054 -0.173 0.297
O 2.859346 1.692536 -1.283303 0.477 -0.077 0.249 -0.617
```
Forces are in eV/Å.



No. 2
DFT (the ωB97M-V functional and the def2-TZVPD basis) results for a 2-piece molecular cluster, C2H10OSi3 overall.

Properties
Energy relative to the best compared isomer or geometry (same formula, charge and spin): 13.1 kcal per mole
Orbital gap (alpha / beta): 6.80 / 6.45 eV
LUMO energy (alpha / beta): -0.61 / -0.81 eV

```
16
Properties=species:S:1:pos:R:3:forces:R:3:mulliken_charge:R:1
C 1.159380 2.512219 0.051730 0.133 -0.002 0.039 -0.659
C 0.877032 1.624583 0.997991 0.103 -0.334 0.037 -0.080
O 1.641757 -0.639273 2.673384 0.093 -0.122 0.266 -0.476
Si -2.298540 -0.794801 -1.667391 -0.380 0.326 -0.245 0.342
Si -0.641032 -2.152379 -0.883678 1.398 0.515 1.096 0.121
Si 1.652612 -0.065098 1.142933 -1.473 -0.490 -0.526 0.329
H 0.661389 3.468189 -0.006448 -0.103 0.117 -0.012 0.246
H 1.918026 2.327990 -0.693539 0.127 -0.040 -0.164 0.217
H 0.093426 1.871837 1.710212 -0.021 -0.048 0.043 0.273
H 0.869888 -0.627842 3.236744 -0.208 0.005 -0.027 0.332
H -3.231691 -1.324920 -2.676338 -0.013 -0.282 -0.151 -0.129
H -3.152605 -0.361350 -0.556548 -0.051 0.053 0.327 -0.118
H -1.721521 0.413333 -2.270219 0.203 0.180 -0.059 -0.119
H -1.096291 -3.231688 0.009186 -0.198 -0.026 0.147 -0.088
H 0.208272 -2.816207 -1.882909 0.063 0.058 -0.289 -0.089
H 3.059899 -0.204595 0.814890 0.327 0.092 -0.483 -0.102
```
Forces are in eV/Å.



No. 3
DFT (the ωB97M-V functional and the def2-TZVPD basis) results for a 2-piece molecular cluster, C2H10Si2 overall.

Properties
Energy relative to the best compared isomer or geometry (same formula, charge and spin): 104.2 kcal per mole
Orbital gap (alpha / beta): 7.56 / 7.46 eV
LUMO energy (alpha / beta): -0.70 / -0.16 eV

```
14
Properties=species:S:1:pos:R:3:forces:R:3:mulliken_charge:R:1
C 0.665246 1.149971 -0.485109 -0.832 0.720 -2.936 -0.564
C 0.722251 -0.025002 0.389323 0.688 -1.294 1.840 -0.440
Si -3.011310 0.303391 -0.306575 1.600 -0.509 2.012 0.252
Si 1.889362 -1.488187 0.111651 -1.733 -0.305 1.598 0.320
H -0.471695 1.453550 -0.539270 2.427 0.370 0.198 -0.026
H 0.980371 0.978584 -1.641569 -0.781 -0.197 2.582 0.247
H 1.420714 1.944263 -0.217853 -1.241 -0.294 0.228 0.295
H 0.326079 0.063499 1.464748 0.374 0.132 -1.790 0.381
H -2.494502 -0.738147 0.689321 -0.630 0.535 -0.656 -0.042
H -2.113805 0.445802 -1.392906 0.448 -0.002 -1.084 -0.038
H -4.375810 0.495090 -0.543514 -1.566 -0.103 -0.312 -0.084
H 3.213650 -1.121765 0.535267 0.899 0.192 0.182 -0.112
H 1.920438 -1.694749 -1.332639 -0.020 -0.521 -0.297 -0.110
H 1.482547 -2.693206 1.132761 0.369 1.275 -1.567 -0.079
```
Forces are in eV/Å.